ORCA calculation (ωB97M-V with the def2-TZVPD basis set) on one molecule with the formula C2H2S2 at a distorted geometry.

Element x y z (Å)
S (-2.228462, -0.945084, -0.067712)
C (-0.963430, 0.008262, 0.084528)
C (0.727518, 0.038661, -0.042792)
S (-0.237229, 1.565583, -0.005590)
H (1.390586, -0.261308, 0.911006)
H (1.311014, -0.406113, -0.879438)

Atomic forces in eV per Å
0.135 0.286 0.340
3.846 0.191 -1.026
-0.448 -1.956 2.558
-0.264 -0.470 -0.023
-2.054 1.041 -1.736
-1.216 0.908 -0.114

Calculated values
* LUMO: -0.320 eV
* HOMO: -8.6 eV

For reference, the Löwdin charges in units of e are: 0.653 -1.187 -0.450 0.831 0.095 0.057

=====

ORCA calculation (ωB97M-V with the def2-TZVPD basis set) on C37H35AsF3LiP2S as an isolated structure at a distorted geometry.

Element x y z (Å)
Li (1.618558, 1.626676, -2.719254)
C (-0.739134, 3.415454, -2.715904)
As (0.860707, 4.459135, -3.097739)
C (0.242482, 5.982554, -4.133478)
C (1.382487, 5.239114, -1.387357)
S (2.362954, 3.432321, -4.063624)
H (-1.455420, 4.020992, -2.160094)
H (-0.470896, 2.532471, -2.130294)
H (-1.197211, 3.085621, -3.652768)
H (-0.509023, 6.552800, -3.588418)
H (-0.177475, 5.631924, -5.079505)
H (1.100495, 6.626179, -4.349991)
H (0.517894, 5.714098, -0.924070)
H (2.155626, 5.993241, -1.557781)
H (1.787515, 4.473423, -0.721060)
F (4.021792, -7.557482, -2.742798)
C (3.693024, -6.874005, -3.863991)
F (4.683064, -7.109775, -4.739127)
F (2.604616, -7.500884, -4.353412)
C (3.446984, -5.424027, -3.604155)
C (2.264447, -5.054085, -2.969429)
C (2.000897, -3.723832, -2.739823)
C (2.900396, -2.729325, -3.144875)
C (4.095421, -3.119443, -3.760497)
C (4.367572, -4.454708, -3.983908)
C (2.555443, -1.367549, -2.953707)
C (2.162356, -0.226161, -2.783185)
H (1.555866, -5.813907, -2.673543)
H (1.088182, -3.418347, -2.251734)
H (4.798731, -2.362708, -4.073145)
H (5.287979, -4.751993, -4.463291)
C (-1.663595, 0.674442, 0.168010)
P (0.181897, 0.859743, -0.121992)
C (0.530705, 1.842485, 1.389798)
C (0.242995, 3.199925, 1.275347)
C (0.454669, 4.070425, 2.327271)
C (0.948469, 3.587255, 3.528291)
C (1.196334, 2.231810, 3.663290)
C (0.992003, 1.360737, 2.606700)
C (0.835045, -0.790521, 0.292743)
C (0.156155, -1.970505, 0.008922)
C (0.709005, -3.192722, 0.349605)
C (1.960833, -3.253346, 0.936262)
C (2.689279, -2.088740, 1.114317)
C (2.134061, -0.867407, 0.786257)
P (-2.322866, 1.280941, 1.814769)
C (-4.058589, 0.713839, 1.559638)
C (-4.408258, -0.606570, 1.300808)
C (-5.727672, -0.946370, 1.069697)
C (-6.714047, 0.025969, 1.108951)
C (-6.380592, 1.338100, 1.398978)
C (-5.057509, 1.679155, 1.620621)
C (-1.773578, 0.002587, 3.015096)
C (-1.439969, -1.307626, 2.700632)
C (-1.035058, -2.187474, 3.687122)
C (-0.976481, -1.776453, 5.006326)
C (-1.308600, -0.471166, 5.333029)
C (-1.696335, 0.413863, 4.343965)
H (-1.973048, -0.347492, -0.053664)
H (-2.164721, 1.317646, -0.568459)
H (-0.155310, 3.568119, 0.336394)
H (0.220574, 5.118841, 2.211212)
H (1.139980, 4.258542, 4.352214)
H (1.548293, 1.835184, 4.603845)
H (1.185683, 0.306269, 2.735570)
H (-0.802522, -1.947474, -0.494028)
H (0.167247, -4.106179, 0.143714)
H (2.372156, -4.207975, 1.232391)
H (3.696418, -2.134189, 1.498338)
H (2.708434, 0.041408, 0.904397)
H (-3.654011, -1.378202, 1.289098)
H (-5.987753, -1.974154, 0.858157)
H (-7.742777, -0.242275, 0.918873)
H (-7.151138, 2.094748, 1.450799)
H (-4.789240, 2.702629, 1.846335)
H (-1.469958, -1.655219, 1.682647)
H (-0.760789, -3.196514, 3.415772)
H (-0.670480, -2.468983, 5.776376)
H (-1.255642, -0.143951, 6.361537)
H (-1.936027, 1.439071, 4.595985)

Atomic forces in eV per Å
0.227 -0.362 0.059
0.049 0.017 -0.279
-0.660 1.093 0.363
0.055 -0.011 -0.077
0.106 -0.041 -0.129
0.261 -0.332 -0.084
0.059 0.005 0.047
-0.073 0.126 0.049
0.158 0.115 0.065
-0.003 -0.058 0.051
0.081 -0.031 0.160
-0.100 -0.176 0.078
-0.027 -0.033 0.007
-0.106 -0.144 -0.113
-0.105 0.044 -0.160
0.024 0.093 0.187
0.074 -0.392 0.048
0.173 0.226 -0.107
-0.231 0.078 -0.048
0.018 0.050 -0.053
0.183 -0.122 -0.097
0.004 0.052 -0.041
0.101 -0.311 -0.108
-0.132 0.073 0.110
-0.100 -0.280 0.026
0.001 -0.020 0.058
-0.025 0.284 -0.046
-0.075 -0.059 0.023
-0.032 -0.006 -0.049
0.031 0.073 -0.009
0.058 -0.007 -0.066
0.126 0.224 -0.026
-0.380 -0.084 0.393
0.305 0.041 -0.226
0.201 0.044 -0.083
-0.112 0.096 -0.054
-0.001 -0.055 0.000
0.083 -0.021 0.154
0.062 0.025 -0.075
0.083 0.097 -0.226
0.092 0.112 -0.068
-0.070 -0.088 0.035
0.009 -0.069 0.027
0.083 -0.070 0.043
-0.111 0.035 -0.100
-0.293 -0.464 -0.216
0.174 0.237 0.096
-0.099 0.047 -0.028
-0.006 -0.144 -0.033
-0.113 0.069 0.014
-0.187 -0.009 -0.044
0.103 -0.022 -0.020
-0.013 0.237 -0.105
-0.053 0.102 0.001
0.047 -0.177 -0.015
0.043 0.003 0.066
-0.007 -0.007 0.148
-0.067 -0.009 -0.076
-0.031 0.044 0.001
-0.008 -0.159 0.084
-0.023 0.075 0.000
0.017 0.102 0.017
-0.033 0.057 0.072
0.060 -0.001 0.112
-0.005 -0.032 0.059
-0.046 -0.010 0.037
-0.050 -0.034 -0.003
0.080 -0.043 -0.067
0.106 -0.001 0.085
0.092 -0.006 0.057
0.079 -0.081 -0.026
-0.032 -0.057 -0.005
-0.091 -0.019 0.009
-0.039 0.037 -0.009
0.010 0.074 0.004
-0.045 0.010 -0.034
0.023 -0.103 -0.005
0.047 -0.044 0.069
-0.011 0.039 0.074
0.010 0.058 0.022

Calculated values
* LUMO: 0.078 eV
* HOMO: -7.4 eV

Results of the Löwdin charge analysis, in e, for atoms 1 through 6: 0.336 -0.267 0.589 -0.258 -0.252 0.086

=====

ORCA calculation (ωB97M-V with the def2-TZVPD basis set) on a 2-piece molecular cluster, C3H8O2 overall at a distorted geometry.

Element x y z (Å)
C (-2.331360, 0.013864, 1.586619)
C (-1.665620, -0.268743, 0.449499)
C (-1.444536, -1.632324, -0.104075)
O (-1.142953, 0.747305, -0.295776)
H (-3.197297, -0.614653, 1.760906)
H (-2.017521, 0.814309, 2.238011)
H (-1.462891, -2.353878, 0.704007)
H (-0.499613, -1.728026, -0.626378)
H (-2.298447, -1.953319, -0.704965)
H (-0.688662, 1.451080, 0.182219)
O (5.654239, 1.493284, -1.625306)
H (4.839511, 1.969257, -1.453098)
H (6.255151, 2.061839, -2.111667)

Atomic forces in eV per Å
0.207 -0.935 -0.770
-0.435 1.239 1.081
-1.257 -0.508 -0.032
1.651 -0.263 -0.784
0.574 -0.425 1.090
-0.777 0.669 -0.323
0.254 0.015 0.266
-0.073 0.202 -0.255
0.261 0.111 -0.615
-0.405 -0.104 0.343
0.116 -0.479 0.143
0.100 0.256 -0.151
-0.215 0.222 0.006

Calculated values
* LUMO: 0.671 eV
* HOMO: -8.3 eV

Results of the Löwdin charge analysis, in e, for atoms 1 through 6: 0.029 -0.465 -0.040 0.013 0.058 0.051

=====

ORCA calculation (ωB97M-V with the def2-TZVPD basis set) on C16H32AgAsF6O12 as an isolated structure at a distorted geometry.

Element x y z (Å)
Ag (-0.124155, 0.491084, 0.027026)
As (-0.641845, 2.426334, -3.568204)
F (-1.136745, 3.739584, -2.414094)
F (-2.356575, 1.939414, -3.569554)
F (-0.089525, 1.097514, -4.655134)
F (1.042985, 3.020724, -3.382404)
F (-0.373805, 1.397234, -2.063884)
F (-0.762185, 3.552464, -4.940594)
C (-2.245975, -5.428286, -1.974124)
C (-1.567255, -4.132806, -1.384184)
O (-1.897655, -3.985046, -0.063704)
C (-1.439505, -2.912846, 0.636196)
O (-0.581855, -2.030376, 0.292496)
O (-1.668425, -3.144946, 1.907426)
C (-1.453335, -2.179106, 2.880836)
H (-3.304355, -5.186856, -1.875884)
H (-2.003915, -6.300696, -1.367154)
H (-2.011255, -5.518466, -3.034724)
H (-1.555785, -3.223176, -1.984634)
H (-0.496825, -4.319966, -1.469404)
H (-1.802095, -1.220996, 2.495486)
H (-0.386955, -2.274986, 3.085136)
H (-2.034605, -2.440576, 3.765056)
C (4.469535, 0.048054, 3.902666)
C (2.921125, 0.319024, 3.561166)
O (2.839305, 1.574614, 2.952516)
C (1.782465, 1.948544, 2.240736)
O (0.725115, 1.335924, 2.175166)
O (2.256715, 3.019244, 1.537106)
C (1.545095, 3.710684, 0.493976)
H (4.598655, -0.859236, 4.492786)
H (4.866295, 0.871544, 4.496416)
H (4.981965, 0.012374, 2.941286)
H (2.223475, 0.364964, 4.397396)
H (2.646005, -0.464476, 2.855106)
H (1.930265, 4.679534, 0.176066)
H (0.570915, 4.056304, 0.839836)
H (1.378825, 3.049634, -0.356594)
C (-4.622595, 1.422994, -1.638124)
C (-3.715575, 2.459884, -0.816254)
O (-4.032715, 2.362854, 0.548186)
C (-3.322525, 1.661594, 1.413786)
O (-2.420085, 0.844514, 1.060466)
O (-3.840735, 1.863454, 2.652676)
C (-3.383415, 1.137884, 3.729436)
H (-4.661285, 0.405994, -1.247874)
H (-4.233845, 1.258694, -2.643104)
H (-5.579705, 1.884244, -1.881624)
H (-3.935715, 3.505214, -1.032854)
H (-2.687615, 2.307034, -1.144924)
H (-3.947005, 1.372704, 4.632386)
H (-2.303875, 1.237114, 3.842746)
H (-3.531845, 0.061174, 3.647106)
C (4.073335, 1.496464, -1.534044)
C (3.591785, 0.685934, -2.658114)
O (3.589285, -0.681126, -2.464494)
C (2.629125, -1.306146, -1.718124)
O (1.665165, -0.789646, -1.179984)
O (2.959765, -2.614256, -1.676264)
C (2.053855, -3.469156, -1.050944)
H (3.237575, 1.836854, -0.922704)
H (4.727185, 2.330734, -1.788154)
H (4.732495, 0.897204, -0.905964)
H (4.126115, 0.913804, -3.580434)
H (2.614965, 1.029024, -2.999014)
H (2.401475, -4.500886, -1.103834)
H (1.104125, -3.417676, -1.583354)
H (1.868185, -3.228426, -0.004194)

Atomic forces in eV per Å
-0.007 -0.021 0.249
0.932 1.019 0.780
0.195 -0.605 -0.777
0.925 0.046 -0.633
-0.654 0.904 0.854
-0.538 -0.569 -0.053
-0.229 0.436 -1.433
-0.477 -0.937 0.709
-0.480 2.456 0.815
2.339 -1.563 -2.635
-0.937 1.643 2.108
4.855 1.410 -0.397
-3.838 -3.058 0.017
-2.430 -1.958 -0.820
0.573 0.703 0.197
-0.282 -0.604 -0.187
0.108 0.078 -0.233
0.161 -0.194 0.192
-1.310 0.190 0.012
0.270 -0.369 0.463
0.590 0.293 0.217
0.039 0.949 0.390
0.010 -0.215 -0.119
-2.032 0.947 -0.045
1.289 -1.006 0.494
0.915 0.974 -0.257
-0.082 -0.069 -1.411
1.112 1.320 0.295
-0.192 0.123 0.330
-1.936 -0.336 0.155
-0.120 -0.138 -0.291
0.006 0.077 -0.097
0.135 -0.170 0.191
0.277 -0.609 0.331
-0.452 0.038 0.042
1.366 -0.481 0.330
-0.373 -0.611 0.256
0.080 0.090 -0.042
0.758 1.427 -0.479
-0.710 -1.374 -2.491
0.171 0.293 2.260
1.610 -2.799 -1.784
-2.776 2.436 2.157
-0.366 0.841 -1.932
1.128 -1.682 1.015
-0.247 0.339 0.648
0.593 0.312 0.124
-0.426 -0.366 0.708
-0.249 -0.233 -0.408
0.193 -0.198 0.937
0.165 0.725 -0.217
0.023 0.354 0.303
-0.209 -0.209 -0.608
0.722 0.361 1.751
-1.439 1.859 -2.290
-0.366 -2.823 0.947
-0.141 1.202 -0.055
1.696 -0.970 -0.978
0.969 1.000 -0.423
-1.313 -0.542 0.302
0.191 0.098 0.116
-0.419 0.211 -0.429
-0.087 -0.262 0.232
0.729 -0.647 0.107
-0.518 -0.107 0.526
0.418 0.209 -0.196
0.029 0.090 0.181
0.064 0.271 -0.024

Calculated values
* ⟨S²⟩: 0.7519
* LUMO (alpha / beta): 2.502 / 2.291 eV
* HOMO (alpha / beta): -0.1 / -6.7 eV
* charge: -1
* multiplicity: 2

Results of the Löwdin charge analysis, in e, for atoms 1 through 6: 0.700 0.906 -0.329 -0.294 -0.313 -0.321